ORCA calculation (ωB97M-V/def2-TZVPD) on 4 unconnected molecules or ions with the total composition C33H55ClN2O11PS2 in a non-equilibrium geometry.

The geometry in ORCA input format:
```
! wB97M-V def2-TZVPD RIJCOSX def2/J DEFGRID3
* xyz -1 1
H 0.38 0.16 1.61
C -5.69 6.82 -5.79
H -0.84 -3.36 3.80
H -1.72 5.91 0.26
C 3.05 -6.13 -0.59
H -4.85 8.49 -0.92
C 0.56 -1.79 -2.33
S -3.30 5.27 -1.41
O -4.27 4.22 -1.17
C 4.83 -5.49 2.23
C 2.61 -1.98 0.25
H -3.69 1.14 0.63
O -2.20 1.46 2.21
O -1.06 -3.31 -3.88
C 0.57 -0.34 2.64
H -2.54 8.06 -0.21
O -2.02 -1.11 -3.26
H 2.37 -4.23 2.67
H 1.09 -1.29 -3.23
C -1.93 2.22 -0.22
H -1.68 -0.33 1.24
C 2.52 -2.06 1.85
C -3.43 -0.65 2.70
H 0.39 0.30 -1.58
C 2.04 -0.62 -0.40
H 1.15 3.92 -1.42
H 0.31 2.98 -3.78
C 2.89 -6.90 -1.93
C -4.18 6.72 -1.98
C 3.23 -8.36 -1.46
H -3.38 1.12 -1.70
P -0.33 -2.89 1.64
H 5.76 -5.81 1.63
H -5.39 6.96 -0.22
H -5.89 7.03 -6.84
H -7.56 6.74 -5.29
O -2.13 5.08 -2.23
H 5.14 -5.52 3.33
H -0.29 3.44 0.92
C -0.86 -0.21 3.40
O -1.94 -3.13 -1.50
H 4.05 -7.55 2.49
H 4.35 -4.05 0.60
H 2.86 -5.00 -0.58
C -2.81 5.95 0.17
H -3.54 7.72 1.21
H 3.51 -3.10 3.55
C -3.31 7.40 0.19
H -3.48 7.30 -2.59
C -0.62 3.04 -0.11
H -4.80 7.36 -5.47
H 3.61 0.60 4.15
H -3.27 5.36 0.96
H 3.84 -9.17 0.69
H -3.34 -1.75 2.99
H -5.04 6.42 -2.58
C -1.61 1.96 -2.95
O 4.46 -0.40 -2.94
H -0.91 0.73 4.07
O -6.79 7.23 -4.99
N 1.58 0.52 3.35
H 4.47 -1.35 2.77
H 2.57 -6.53 -2.95
H 1.10 -2.78 -2.15
H 3.74 -2.00 -0.01
H 3.78 -0.10 1.62
S -1.21 -2.28 -2.77
C 0.17 3.32 -1.43
H -0.28 -0.93 -0.40
O -1.37 -3.38 2.95
H 1.84 1.31 2.71
C 3.69 -6.57 1.97
C 4.43 -3.98 1.74
C 4.63 0.86 -2.93
C 3.48 -0.85 2.42
Cl 0.35 -4.71 0.81
H -4.14 -0.62 1.78
C 2.85 -0.17 3.73
H 2.70 -0.95 4.55
O 5.27 1.50 -3.79
H 2.79 -0.32 -1.24
N 3.45 -6.92 0.55
H 2.68 -6.33 2.47
O 4.06 1.39 -1.92
C 3.57 -8.28 0.04
H 1.12 -2.29 3.57
C 1.05 -1.89 2.47
H -5.53 5.75 -5.65
C -2.89 1.86 1.01
C -4.55 7.46 -0.71
H 5.32 -3.31 2.01
H -2.03 1.53 -3.92
H 3.20 -9.26 -2.16
H -1.09 -1.09 4.09
H -3.46 2.84 1.27
C 3.14 -3.41 2.49
H -3.95 -0.06 3.52
H 2.15 -2.87 -0.31
C -0.28 2.79 -2.83
C -2.01 0.03 2.28
C -2.39 1.71 -1.63
H -2.81 -2.66 -1.33
H 1.21 0.98 4.21
C 0.61 -0.75 -1.12
H 2.10 0.26 0.36
*
```

The calculation puts the calculated total energy at -104083.021 eV. The orbital gap comes out at 1.87 eV. The value obtained for the HOMO energy is -0.910 eV.



ORCA calculation (ωB97M-V/def2-TZVPD) on 3 unconnected molecules or ions with the total composition C33H55O6SSi in a non-equilibrium geometry.

The geometry in ORCA input format:
```
! wB97M-V def2-TZVPD RIJCOSX def2/J DEFGRID3
* xyz 1 1
H 2.55 7.18 0.81
H 5.88 4.49 1.98
C -0.13 1.07 3.55
C 2.47 5.18 3.26
C 3.10 3.17 1.02
H -2.42 4.02 -2.44
H 2.87 0.28 0.05
H 1.23 5.05 -1.77
O 1.01 -4.99 -2.65
C 0.51 4.93 -0.93
C -4.31 -10.69 -6.09
C -0.36 -0.66 5.34
H -1.22 -7.40 -2.76
C 2.07 4.04 4.08
H -3.64 4.40 1.69
H 3.29 2.42 1.84
H -4.77 -9.70 -6.11
H 1.45 0.70 5.07
H -2.50 -8.64 -6.45
H -0.78 -8.71 -6.84
C -1.46 -10.37 -5.64
Si 3.39 4.99 1.60
O 1.14 -6.96 -3.64
H -3.86 4.69 -0.70
C 0.86 0.31 -0.97
H 0.16 -5.09 -0.05
H -3.62 -10.80 -6.92
H -0.31 -7.27 -1.23
C 1.33 4.21 5.33
H 0.35 -0.33 -2.75
C 2.48 6.15 0.36
C 2.22 -0.39 -0.58
C -1.00 5.27 -1.35
C 0.55 -6.23 -2.88
H 1.59 -4.09 -0.21
H 0.08 -0.38 0.94
H 0.48 3.85 -0.59
C 0.53 -4.13 -0.43
H 0.63 1.36 0.91
O -2.38 -10.62 -4.57
H -3.61 2.94 -0.38
H 3.75 2.92 0.14
H 2.45 7.45 3.08
H 5.57 5.61 0.62
C -1.43 0.73 2.96
H -1.32 -8.26 -5.21
H 2.05 -1.33 0.02
H 0.02 -3.34 0.12
C -3.09 3.94 -0.37
C -1.71 3.35 1.83
C 0.93 5.79 0.33
O -1.29 1.08 0.11
C 1.41 6.73 4.94
H 2.95 6.14 -0.66
H 0.62 5.19 1.24
H 0.44 1.88 3.03
H -1.29 3.06 -1.43
H -1.43 6.10 -0.73
C 1.01 5.58 5.74
C 0.05 0.58 0.35
H 2.81 -0.68 -1.48
H 0.44 5.67 6.70
C 0.29 -3.99 -1.92
O 0.09 -0.53 -1.83
H -5.08 -11.44 -6.23
H 0.36 6.75 0.42
H 1.14 1.30 -1.43
O -4.34 -11.27 -3.80
S -2.07 1.58 1.48
C -1.52 -8.91 -6.07
H 1.01 3.32 5.92
H 1.13 7.76 5.26
H 0.03 -1.21 6.23
H 5.50 6.25 2.32
H -0.93 5.69 -2.39
H -1.82 3.53 2.93
H -1.63 -11.06 -6.47
H -0.77 -4.00 -2.18
C 0.43 0.40 4.70
H -2.30 5.40 1.06
C 5.25 5.37 1.67
C -1.93 3.99 -1.43
C 2.15 6.56 3.68
C -3.68 -10.91 -4.74
H -3.22 -0.60 3.19
C -1.67 -0.97 4.78
H -1.34 -5.94 -1.82
H 2.00 3.09 0.77
C -2.22 -0.33 3.60
H -0.47 -10.59 -5.25
H -2.27 -1.76 5.30
H 2.34 3.03 3.69
H -0.62 3.52 1.60
C -0.65 -6.73 -2.12
C -2.68 4.35 1.10
H 0.68 -3.03 -2.25
*
```

The calculation puts the calculated total energy at -66101.614 eV. The orbital gap comes out at 7.24 eV. The value obtained for the HOMO energy is -11.129 eV.